{"formula": "C47H44AsCrGeN3O11S", "method": "the ωB97M-V functional and the def2-TZVPD basis", "species": ["Cr", "O", "C", "O", "C", "C", "C", "C", "C", "C", "N", "C", "C", "C", "C", "C", "C", "N", "H", "H", "H", "H", "H", "H", "H", "H", "H", "H", "O", "As", "O", "O", "C", "C", "C", "C", "C", "C", "S", "O", "O", "O", "H", "H", "H", "H", "H", "C", "O", "H", "H", "H", "O", "C", "O", "C", "C", "Ge", "C", "C", "C", "C", "C", "C", "C", "C", "C", "C", "C", "C", "C", "C", "C", "C", "C", "C", "H", "H", "H", "H", "H", "H", "H", "H", "H", "H", "H", "H", "H", "H", "H", "H", "H", "H", "H", "C", "C", "C", "C", "N", "C", "C", "H", "H", "H", "H", "H", "H", "H"], "coordinates": [[1.20831, 0.55413, 0.31140], [-3.22026, -7.50130, 1.12170], [-4.06782, -6.53441, 0.69655], [-5.20920, -6.81957, 0.46361], [-3.49750, -5.16870, 0.52173], [-2.33800, -4.73860, 1.16696], [-1.87072, -3.44882, 1.01022], [-2.54056, -2.56654, 0.16735], [-3.70240, -2.99196, -0.48298], [-4.18118, -4.27467, -0.29290], [-2.05843, -1.26010, 0.01800], [-1.79960, -0.84959, -1.13226], [-1.36125, 0.52979, -1.49222], [-2.06115, 1.06227, -2.57004], [-1.82879, 2.35416, -2.99862], [-0.87436, 3.08590, -2.32756], [-0.19026, 2.48915, -1.28778], [-0.38804, 1.22690, -0.87461], [-2.32412, -7.15358, 1.17393], [-1.78026, -5.39152, 1.83108], [-0.97949, -3.10889, 1.51934], [-4.23295, -2.29412, -1.12066], [-5.08208, -4.61307, -0.78773], [-1.95070, -1.49739, -2.00461], [-2.80742, 0.44459, -3.05272], [-2.37904, 2.77529, -3.83045], [-0.62772, 4.09906, -2.61340], [0.59897, 3.02260, -0.77472], [3.71149, -1.86998, -0.84035], [2.22249, -2.44445, -0.02207], [1.95694, -3.91636, -0.69807], [1.04880, -1.28617, -0.38840], [2.80128, -2.66924, 1.81025], [4.06878, -3.17257, 2.05030], [4.54839, -3.26450, 3.35149], [3.74618, -2.85536, 4.40672], [2.46432, -2.37381, 4.17734], [1.98374, -2.27383, 2.87479], [0.08835, -0.27325, 3.11634], [0.71917, -1.84687, 2.59007], [1.20314, 0.36318, 3.80012], [-0.16633, 0.30354, 1.74724], [3.87665, -2.57680, -1.48378], [4.67949, -3.48498, 1.21336], [5.54917, -3.63652, 3.53463], [4.12136, -2.90789, 5.42306], [1.82922, -2.06176, 4.99549], [3.79942, 0.52023, 1.94838], [2.73805, 0.01064, 1.20160], [4.67079, -0.13582, 1.84372], [3.54698, 0.58701, 3.01152], [4.10812, 1.52609, 1.62552], [2.63784, 3.92203, 0.05117], [2.19282, 3.39673, 1.07918], [1.35396, 2.41802, 1.11716], [2.57208, 3.99049, 2.43637], [1.54974, 3.72351, 3.54437], [-0.03203, 4.87619, 3.53191], [-0.77085, 4.95238, 5.35281], [-0.51842, 3.95636, 6.29644], [-1.05287, 4.03556, 7.57861], [-1.84874, 5.11625, 7.93417], [-2.11116, 6.11658, 7.00409], [-1.57496, 6.03219, 5.72540], [-1.54690, 4.40827, 2.38134], [-2.66678, 3.78942, 2.93929], [-3.79244, 3.52138, 2.16987], [-3.82125, 3.88984, 0.83093], [-2.71115, 4.49932, 0.26021], [-1.57582, 4.74251, 1.02536], [0.50893, 6.72767, 3.12498], [-0.21653, 7.58412, 2.29677], [0.24083, 8.86799, 2.01490], [1.43494, 9.31686, 2.56072], [2.15616, 8.48785, 3.41216], [1.69280, 7.20924, 3.69118], [2.78470, 5.04479, 2.28046], [3.51134, 3.50291, 2.70805], [2.00056, 3.84324, 4.53348], [1.23712, 2.68356, 3.45963], [0.10126, 3.10489, 6.02743], [-0.84669, 3.25275, 8.29976], [-2.26361, 5.18100, 8.93369], [-2.73152, 6.96290, 7.27727], [-1.77904, 6.82080, 5.00575], [-2.65954, 3.51618, 3.98916], [-4.65015, 3.03119, 2.61662], [-4.70576, 3.70057, 0.23284], [-2.73455, 4.79082, -0.78484], [-0.70107, 5.19158, 0.56153], [-1.15760, 7.25281, 1.87182], [-0.33593, 9.51716, 1.36540], [1.80437, 10.30826, 2.32456], [3.08316, 8.83623, 3.85369], [2.25934, 6.57357, 4.36599], [4.82770, 1.61032, -4.86397], [3.98297, 1.35367, -3.64749], [2.73686, 0.73768, -3.74620], [1.99557, 0.51424, -2.60749], [2.39889, 0.88120, -1.38634], [3.60795, 1.42845, -1.28152], [4.41811, 1.67938, -2.37515], [4.20757, 1.89504, -5.71507], [5.37606, 0.70726, -5.14053], [5.55269, 2.40181, -4.67634], [2.34840, 0.42125, -4.70794], [1.05360, -0.01302, -2.66895], [3.94265, 1.67523, -0.28864], [5.38820, 2.13467, -2.21784]], "total_charge": -1, "e_tot_ha": -8564.91403, "multiplicity": 4, "homo_energy_ev": [-5.7, -5.8], "homo_lumo_gap_ev": [7.60, 7.65]}